{
  "formula": "C6H10N2O4",
  "method": "ωB97M-V with the def2-TZVPD basis set",
  "e_tot_ev": -17548.0430,
  "total_charge": 0,
  "e_homo_ev": [-9.7, -10.1],
  "homo_lumo_gap_ha": [0.294, 0.294],
  "multiplicity": 1,
  "species": ["O", "O", "O", "O", "N", "N", "C", "C", "C", "C", "C", "C", "H", "H", "H", "H", "H", "H", "H", "H", "H", "H"],
  "coordinates": [[1.17, 0.34, -2.50], [-1.57, -2.99, 1.19], [-1.03, -1.14, 2.37], [0.84, 2.49, -1.90], [-0.87, -2.04, 1.49], [-0.65, -0.52, -1.00], [-0.20, 0.73, -0.62], [0.71, 1.31, -1.76], [0.71, 0.61, 0.68], [-1.24, 1.73, -0.22], [1.29, -0.89, 0.86], [0.37, -1.95, 0.84], [-0.66, 2.62, 0.06], [1.88, -0.99, 0.04], [-1.84, 1.35, 0.56], [0.38, -2.84, 0.17], [1.97, -0.76, 1.72], [-1.63, -0.77, -0.65], [0.13, 1.02, 1.56], [-1.94, 1.99, -1.06], [1.61, 1.20, 0.55], [0.58, -0.47, -2.37]],
  "mulliken_charge": [-0.538, -0.575, -0.552, -0.561, 0.916, -0.992, 2.026, 0.234, -1.108, -1.947, -0.590, -0.408, 0.406, 0.336, 0.581, 0.395, 0.433, 0.298, 0.419, 0.357, 0.422, 0.447]
}